{"formula": "C5H8O", "method": "wB97M-V/def2-TZVPD", "gap_ev": 10.96, "e_homo_ev": -10.05, "energy_ev": -7359.92513, "relative_energy_kcal_mol": 53.7, "symbols": ["C", "C", "C", "C", "O", "C", "H", "H", "H", "H", "H", "H", "H", "H"], "xyz": [[1.182, 0.014, -0.289], [0.376, 0.428, 0.957], [-0.395, -0.914, 0.853], [-0.331, -0.339, -0.553], [-0.844, -0.948, -1.677], [-0.688, 1.050, 0.020], [-0.314, -0.486, -2.339], [1.644, 0.833, -0.863], [1.891, -0.816, -0.167], [0.771, 0.873, 1.863], [-1.380, -0.950, 1.326], [0.170, -1.839, 1.007], [-1.693, 1.173, 0.435], [-0.389, 1.923, -0.573]]}